Version i
{
  "formula": "C4H12BN",
  "method": "ωB97M-V/def2-TZVPD",
  "e_homo_ha": -0.3319,
  "molar_mass_g_mol": 84.96,
  "lumo_ev": 0.74,
  "orbital_gap_ev": 9.77,
  "smiles": "CB(C)N(C)C",
  "elements": ["N", "C", "C", "C", "C", "B", "H", "H", "H", "H", "H", "H", "H", "H", "H", "H", "H", "H"],
  "xyz": [[0.602, -0.157, 0.064], [1.611, 0.717, -0.408], [1.224, -1.337, 0.796], [-1.056, 1.465, -0.963], [-1.878, -0.871, 0.540], [-0.796, 0.100, -0.196], [-0.826, 1.493, -2.116], [1.780, 0.573, -1.470], [-2.077, 1.843, -0.853], [-2.823, -0.949, 0.022], [-0.412, 2.213, -0.593], [1.390, 1.762, -0.304], [0.494, -2.096, 1.122], [-1.338, -1.794, 0.627], [-1.927, -0.560, 1.601], [1.687, -0.801, 1.681], [2.419, 0.419, 0.182], [1.927, -2.021, 0.268]],
  "nbo_charge": [-0.646, -0.394, -0.419, -0.970, -0.953, 0.842, 0.234, 0.185, 0.228, 0.229, 0.223, 0.194, 0.209, 0.217, 0.237, 0.195, 0.190, 0.200]
}

***

Version ii
{
  "formula": "C4H12BN",
  "method": "ωB97M-V/def2-TZVPD",
  "e_homo_ha": [-0.2604, -0.2606],
  "molar_mass_g_mol": 84.96,
  "lumo_ev": [0.30, 0.30],
  "orbital_gap_ev": [7.39, 7.39],
  "elements": ["N", "C", "C", "C", "C", "B", "H", "H", "H", "H", "H", "H", "H", "H", "H", "H", "H", "H"],
  "xyz": [[0.111, -0.339, 1.371], [-0.220, -1.697, 0.937], [-1.018, 0.227, 2.155], [-0.447, 0.303, -2.095], [2.078, 0.954, -0.989], [0.640, 0.477, -0.930], [0.647, -2.247, 0.786], [-1.929, 0.237, 1.566], [-0.662, 1.289, 2.411], [2.656, 0.622, -1.906], [0.001, -0.349, -2.850], [-0.573, 1.279, -2.585], [-0.896, -2.247, 1.620], [2.340, 2.007, -0.832], [-1.304, -0.315, 3.164], [-1.359, -0.023, -1.663], [-0.969, -1.733, 0.088], [2.675, 0.337, -0.150]],
  "nbo_charge": [-0.615, -0.449, -0.440, -1.097, -1.194, 1.151, 0.191, 0.156, 0.194, 0.256, 0.259, 0.262, 0.177, 0.289, 0.182, 0.251, 0.142, 0.285]
}

***

Quick one: least stable of them? version ii

***

Version i
{
  "formula": "C8H11NO3",
  "method": "ωB97M-V/def2-TZVPD",
  "e_homo_ha": -0.2894,
  "molar_mass_g_mol": 169.18,
  "lumo_ev": 0.57,
  "orbital_gap_ev": 8.45,
  "smiles": "C[C@H]1COC(=O)O1.c1cc[nH]c1",
  "elements": ["O", "O", "O", "N", "C", "C", "C", "C", "C", "C", "C", "C", "H", "H", "H", "H", "H", "H", "H", "H", "H", "H", "H"],
  "xyz": [[-1.316, -0.496, 0.498], [-0.888, -1.550, -1.436], [-2.827, -0.485, -1.141], [2.147, -1.144, -0.980], [-1.578, -0.867, -0.739], [-3.355, 0.452, -0.185], [2.197, 0.199, -0.807], [4.237, -0.709, -0.355], [3.461, 0.488, -0.342], [3.373, -1.701, -0.779], [-2.413, 0.242, 1.022], [-1.988, 1.526, 1.730], [-2.983, -0.324, 1.759], [5.304, -0.703, -0.225], [3.491, -2.773, -0.738], [-3.467, 1.419, -0.672], [-4.343, 0.133, 0.147], [-2.850, 2.195, 1.752], [-1.459, 1.388, 2.663], [1.315, -1.699, -1.111], [1.376, 0.882, -0.931], [-1.345, 2.072, 1.027], [3.909, 1.455, -0.159]],
  "nbo_charge": [-0.469, -0.602, -0.488, -0.501, 0.978, -0.099, -0.084, -0.318, -0.307, -0.077, 0.068, -0.628, 0.184, 0.219, 0.206, 0.195, 0.195, 0.222, 0.234, 0.437, 0.206, 0.218, 0.211]
}

***

Version ii
{
  "formula": "C8H11NO3",
  "method": "ωB97M-V/def2-TZVPD",
  "e_homo_ha": -0.2636,
  "molar_mass_g_mol": 169.18,
  "lumo_ev": 0.59,
  "orbital_gap_ev": 7.76,
  "smiles": "OCC1(n2c(O)ccc2O)CC1",
  "elements": ["O", "O", "O", "N", "C", "C", "C", "C", "C", "C", "C", "C", "H", "H", "H", "H", "H", "H", "H", "H", "H", "H", "H"],
  "xyz": [[0.818, 2.377, -0.017], [-1.446, 1.294, -1.684], [1.038, -2.297, 0.092], [0.717, 0.024, 0.074], [2.878, -0.534, -0.040], [1.597, -1.028, 0.012], [-1.271, -0.945, 1.231], [1.480, 1.192, -0.090], [-0.667, -0.112, 0.072], [2.766, 0.868, -0.132], [-1.416, 0.606, 1.242], [-1.192, -0.076, -1.315], [3.671, 1.518, 0.003], [-0.845, 1.223, 1.818], [-2.235, 1.346, -2.294], [-0.498, -1.302, 2.015], [-2.165, -0.654, -1.328], [-2.091, -1.529, 0.949], [3.714, -1.144, -0.285], [-0.473, -0.347, -2.040], [-2.405, 1.005, 0.907], [-0.158, 2.171, -0.042], [1.660, -2.838, -0.247]],
  "nbo_charge": [-0.675, -0.754, -0.672, -0.415, -0.380, 0.424, -0.374, 0.444, 0.065, -0.366, -0.417, -0.072, 0.231, 0.226, 0.482, 0.246, 0.169, 0.221, 0.215, 0.202, 0.221, 0.501, 0.477]
}

***

Quick one: least stable of them? version ii

***

Version i
{
  "formula": "C2H14O4S2",
  "method": "ωB97M-V/def2-TZVPD",
  "e_homo_ha": -0.3449,
  "molar_mass_g_mol": 166.26,
  "lumo_ev": 0.22,
  "orbital_gap_ev": 9.60,
  "smiles": "CCSS.O.O.O.O",
  "elements": ["S", "S", "O", "O", "O", "O", "C", "C", "H", "H", "H", "H", "H", "H", "H", "H", "H", "H", "H", "H", "H", "H"],
  "xyz": [[0.892, 1.806, 1.333], [0.815, 2.589, -0.524], [1.317, -1.790, -2.672], [-2.059, -0.165, -0.468], [-2.584, -2.348, 1.313], [-1.313, -2.266, -2.040], [1.493, 0.098, 1.273], [0.705, -0.813, 2.211], [2.245, -1.579, -2.831], [1.053, -1.091, -2.058], [-1.291, -3.008, -1.430], [2.534, 0.130, 1.583], [-0.319, -0.450, 2.307], [1.432, -0.250, 0.243], [-3.432, -1.899, 1.425], [-0.413, 2.316, -1.008], [-2.146, -1.699, 0.733], [0.507, -1.777, 1.774], [-0.737, -2.457, -2.787], [-1.623, -0.378, -1.304], [-1.851, 0.715, -0.143], [1.092, -0.832, 3.224]],
  "nbo_charge": [0.091, -0.128, -0.949, -0.979, -0.966, -0.978, -0.537, -0.635, 0.476, 0.474, 0.489, 0.219, 0.225, 0.215, 0.465, 0.101, 0.489, 0.233, 0.496, 0.507, 0.477, 0.217]
}

***

Version ii
{
  "formula": "C2H14O4S2",
  "method": "ωB97M-V/def2-TZVPD",
  "e_homo_ha": -0.3385,
  "molar_mass_g_mol": 166.26,
  "lumo_ev": -5.03,
  "orbital_gap_ev": 4.18,
  "elements": ["S", "S", "O", "O", "O", "O", "C", "C", "H", "H", "H", "H", "H", "H", "H", "H", "H", "H", "H", "H", "H", "H"],
  "xyz": [[1.469, -0.637, -1.323], [-2.408, 0.434, 0.407], [1.747, 2.561, -0.223], [-1.040, -2.449, 0.642], [2.700, -0.960, 1.696], [-1.471, 0.247, -2.736], [-0.131, 0.400, 1.911], [-0.815, 1.087, 0.719], [-0.631, -0.148, -2.995], [3.526, -1.442, 1.615], [-1.568, -0.126, -1.856], [2.651, 2.799, 0.001], [0.418, -0.514, 1.671], [2.370, -0.857, 0.783], [-1.801, -2.982, 0.398], [-0.988, 2.147, 0.926], [-0.145, 1.042, -0.213], [-0.872, 0.203, 2.686], [0.729, 1.004, 2.242], [1.802, 1.743, -0.729], [-1.305, -1.543, 0.429], [0.570, -1.587, -1.016]],
  "nbo_charge": [-0.404, 0.265, -0.950, -0.951, -0.972, -0.912, -0.639, -0.639, 0.480, 0.470, 0.442, 0.478, 0.254, 0.480, 0.472, 0.264, 0.313, 0.218, 0.253, 0.475, 0.457, 0.148]
}

***

Version iii
{
  "formula": "C2H14O4S2",
  "method": "ωB97M-V/def2-TZVPD",
  "e_homo_ha": -0.3027,
  "molar_mass_g_mol": 166.26,
  "lumo_ev": 0.34,
  "orbital_gap_ev": 8.58,
  "smiles": "CCSS.O.O.O.O",
  "elements": ["S", "S", "O", "O", "O", "O", "C", "C", "H", "H", "H", "H", "H", "H", "H", "H", "H", "H", "H", "H", "H", "H"],
  "xyz": [[-0.998, -0.402, -1.726], [0.101, 1.396, -1.411], [0.311, 0.511, 6.199], [4.136, -3.917, 4.748], [-1.862, 0.857, 4.005], [-1.737, -2.836, -3.408], [0.091, 2.589, -2.835], [0.647, 1.908, -4.136], [0.214, 0.919, -4.246], [1.749, 1.837, -4.183], [-1.313, 0.584, 4.714], [-2.353, -2.414, -4.075], [0.735, 3.403, -2.557], [-0.609, -0.664, -3.036], [3.935, -4.314, 3.862], [-0.075, 1.268, 5.795], [0.329, 2.429, -5.001], [-1.977, 0.215, 3.320], [4.897, -3.340, 4.606], [-1.943, -3.756, -3.585], [0.411, 0.925, 7.134], [-0.865, 3.113, -3.071]],
  "nbo_charge": [-0.131, 0.051, -0.926, -0.940, -0.958, -0.937, -0.518, -0.614, 0.201, 0.214, 0.474, 0.469, 0.229, 0.141, 0.471, 0.456, 0.208, 0.481, 0.469, 0.472, 0.473, 0.214]
}

***

Quick one: least stable of them? version ii

***

Version i
{
  "formula": "C2H5ClOS",
  "method": "ωB97M-V/def2-TZVPD",
  "e_homo_ha": -0.3362,
  "molar_mass_g_mol": 112.58,
  "lumo_ev": 0.71,
  "orbital_gap_ev": 9.86,
  "smiles": "O=CCCl.S",
  "elements": ["Cl", "S", "O", "C", "C", "H", "H", "H", "H", "H"],
  "xyz": [[1.593, -2.908, -0.361], [-0.883, 2.594, -0.677], [-0.535, 0.268, 0.299], [0.187, -0.567, -0.182], [0.511, -1.849, 0.568], [-0.413, 3.796, -1.035], [-1.683, 3.108, 0.270], [-0.415, -2.388, 0.779], [0.648, -0.454, -1.180], [0.989, -1.600, 1.519]],
  "nbo_charge": [-0.050, -0.266, -0.503, 0.433, -0.492, 0.117, 0.144, 0.245, 0.126, 0.245]
}

***

Version ii
{
  "formula": "C2H5ClOS",
  "method": "ωB97M-V/def2-TZVPD",
  "e_homo_ha": -0.3348,
  "molar_mass_g_mol": 112.58,
  "lumo_ev": 0.12,
  "orbital_gap_ev": 9.23,
  "elements": ["Cl", "S", "O", "C", "C", "H", "H", "H", "H", "H"],
  "xyz": [[1.695, 1.717, 0.652], [0.042, -1.963, -0.641], [0.802, -0.892, 1.579], [0.539, 0.671, -0.254], [0.499, -0.726, 0.304], [-2.931, -0.256, -0.976], [0.840, 0.656, -1.301], [1.136, -0.061, 1.969], [-2.174, -0.284, -1.168], [-0.448, 1.137, -0.163]],
  "nbo_charge": [-0.071, -0.034, -0.633, -0.463, 0.205, 0.004, 0.259, 0.495, -0.014, 0.251]
}

***

Quick one: least stable of them? version ii

***

Version i
{
  "formula": "C6H14O",
  "method": "ωB97M-V/def2-TZVPD",
  "e_homo_ha": [0.0421, -0.1918],
  "molar_mass_g_mol": 102.18,
  "total_charge": -1,
  "lumo_ev": [3.97, 3.92],
  "spin_multiplicity": 2,
  "orbital_gap_ev": [2.82, 9.14],
  "elements": ["O", "C", "C", "C", "C", "C", "C", "H", "H", "H", "H", "H", "H", "H", "H", "H", "H", "H", "H", "H", "H"],
  "xyz": [[1.642, -1.402, 3.339], [1.364, 2.364, -1.334], [-0.696, -0.797, -1.257], [-1.640, -0.516, -0.100], [0.649, -0.038, -1.156], [0.536, 1.341, -1.674], [-1.059, -0.730, 1.307], [1.557, -0.574, -1.508], [0.946, 0.064, -0.108], [-0.343, 0.083, 1.522], [-1.853, -0.541, 2.028], [-1.109, -0.413, -2.195], [0.058, 1.551, -2.641], [0.883, -1.013, 3.800], [1.564, 3.202, -1.994], [1.558, -0.947, 2.493], [-0.592, -1.883, -1.387], [1.681, 2.456, -0.296], [-2.617, -1.039, -0.128], [-1.946, 0.539, -0.101], [-0.582, -1.706, 1.390]],
  "lowdin_spin": [0.100, 0.172, 0.032, 0.031, 0.115, 0.103, 0.096, 0.075, 0.030, 0.037, 0.018, 0.001, 0.002, 0.033, 0.021, 0.041, 0.016, 0.045, 0.006, 0.009, 0.017]
}

***

Version ii
{
  "formula": "C6H14O",
  "method": "ωB97M-V/def2-TZVPD",
  "e_homo_ha": [0.0388, -0.2123],
  "molar_mass_g_mol": 102.18,
  "total_charge": -1,
  "lumo_ev": [3.36, 3.30],
  "spin_multiplicity": 2,
  "orbital_gap_ev": [2.30, 9.08],
  "elements": ["O", "C", "C", "C", "C", "C", "C", "H", "H", "H", "H", "H", "H", "H", "H", "H", "H", "H", "H", "H", "H"],
  "xyz": [[-5.027, -4.653, -0.344], [2.549, 1.041, 0.709], [1.350, 0.568, 0.217], [0.617, 0.948, -0.960], [1.274, 1.848, -2.001], [-0.791, 0.356, 1.693], [0.550, -0.197, 1.155], [3.372, 1.240, 0.113], [-1.076, 1.265, 1.233], [0.453, 2.248, -2.705], [1.952, 2.568, -1.559], [0.245, -1.091, 0.654], [2.915, 1.194, 1.819], [-0.718, 0.308, 2.716], [-0.475, 1.092, -0.756], [-1.662, -0.285, 1.451], [-4.647, -3.709, -0.141], [-4.491, -5.193, -0.965], [1.870, 1.077, -2.710], [1.262, -0.584, 1.903], [0.478, -0.041, -1.519]],
  "lowdin_spin": [0.323, 0.026, 0.011, 0.060, 0.020, 0.094, 0.061, 0.004, 0.007, 0.008, 0.000, 0.047, 0.004, 0.009, 0.018, 0.067, 0.137, 0.052, 0.005, 0.007, 0.039]
}

***

Quick one: least stable of them? version ii

***

Version i
{
  "formula": "C5H7NS",
  "method": "ωB97M-V/def2-TZVPD",
  "e_homo_ha": [-0.2868, -0.2823],
  "molar_mass_g_mol": 113.18,
  "lumo_ev": [-0.25, -0.65],
  "orbital_gap_ev": [7.56, 7.03],
  "elements": ["S", "N", "C", "C", "C", "C", "C", "H", "H", "H", "H", "H", "H", "H"],
  "xyz": [[-2.136, -1.511, 1.546], [0.117, -0.051, -0.396], [-1.308, -0.522, 2.565], [-0.172, -0.244, 3.127], [-2.054, -1.021, -0.068], [1.047, 0.527, -1.305], [-1.034, -0.407, -0.819], [0.672, 0.578, -2.337], [-2.930, -1.360, -0.598], [1.969, -0.055, -1.287], [-1.309, -0.271, -1.881], [-0.062, 0.570, 3.824], [0.733, -0.808, 2.927], [1.281, 1.536, -0.962]],
  "nbo_charge": [0.646, -0.421, -0.257, -0.407, -0.552, -0.428, 0.038, 0.162, 0.228, 0.201, 0.149, 0.218, 0.218, 0.203]
}

***

Version ii
{
  "formula": "C5H7NS",
  "method": "ωB97M-V/def2-TZVPD",
  "e_homo_ha": -0.3057,
  "molar_mass_g_mol": 113.18,
  "lumo_ev": 0.95,
  "orbital_gap_ev": 9.27,
  "elements": ["S", "N", "C", "C", "C", "C", "C", "H", "H", "H", "H", "H", "H", "H"],
  "xyz": [[-1.440, -1.397, -0.054], [1.330, -1.325, -0.034], [0.840, -0.190, 0.727], [0.842, -0.140, -0.749], [-0.644, -0.069, -1.050], [-0.671, -0.172, 1.035], [-1.099, 0.939, 0.033], [1.538, 0.362, 1.376], [-0.950, 0.056, -2.094], [1.515, 0.455, -1.349], [-0.472, 1.846, 0.066], [-2.183, 1.159, 0.056], [-0.959, -0.194, 2.076], [2.353, -1.329, -0.039]],
  "nbo_charge": [0.209, -0.577, -0.113, -0.127, -0.323, -0.341, -0.393, 0.214, 0.230, 0.214, 0.192, 0.225, 0.229, 0.360]
}

***

Quick one: least stable of them? version i